Density functional theory data (the ωB97M-V functional and the def2-TZVPD basis) for a 3-piece molecular cluster, H7O3 overall.

Structure (XYZ):
```
10
Properties=species:S:1:pos:R:3:forces:R:3:nbo_charge:R:1
H -1.312814 -0.241027 -1.663601 -0.150 -0.011 -0.025 0.543
H 2.312673 -0.444872 -0.669599 -0.038 0.266 -0.127 0.504
O -1.121720 1.058450 1.125003 0.039 0.106 -0.147 -0.924
H -0.538312 0.786477 1.843070 0.008 -0.068 0.081 0.519
O -0.884421 -0.442649 -0.818595 0.308 -0.152 -0.789 -0.813
H 0.093279 -0.657741 -0.954433 -0.177 -0.105 0.660 0.563
H -1.149455 2.021913 1.146197 -0.073 0.083 -0.016 0.521
H 2.023844 -1.552326 0.288175 -0.457 -0.188 0.064 0.516
H -0.997992 0.312482 -0.106465 0.031 0.032 0.506 0.541
O 1.574914 -0.840711 -0.189751 0.512 0.036 -0.209 -0.971
```
Positions in Å, forces in eV/Å.

**HOMO-LUMO gap**: 13.5544 eV
**ΔE to the lowest compared entry with this formula, charge and spin**: 19.3 kJ/mol
**E_HOMO**: -0.6344 hartree
**2S+1**: 1
**Charge**: +1
**Lowest unoccupied orbital energy**: -3.71 eV

***

Density functional theory data (the ωB97M-V functional and the def2-TZVPD basis) for C4H10N2O3 as an isolated structure in a non-equilibrium geometry.

Structure (XYZ):
```
19
Properties=species:S:1:pos:R:3:forces:R:3:nbo_charge:R:1
H 1.432625 0.209098 -2.068299 0.019 0.193 0.222 0.218
O 1.912723 0.701319 -0.138852 0.081 0.105 0.140 -0.712
H -1.048356 2.075679 0.267816 0.180 0.052 -0.079 0.382
H 2.000683 3.010542 -1.568878 -0.233 -0.116 -0.112 0.177
H 1.342067 2.376476 -3.104722 -0.068 0.082 0.209 0.172
C 0.024359 -0.614054 -0.749145 -2.839 -1.630 4.315 0.503
H -1.299334 -1.605282 0.083322 0.137 1.409 -4.398 0.442
C 0.184711 1.855058 -1.368578 -0.411 -0.278 -0.238 -0.082
O 0.030672 -1.158208 0.854763 2.934 2.557 -2.131 -0.847
N -1.075565 -1.092283 -1.062811 -0.725 -1.119 1.271 -0.627
H -0.184814 3.422733 -0.101305 -0.043 -0.154 -0.088 0.391
H 0.651440 -0.500299 1.212542 -0.051 -0.600 1.021 0.477
H 1.487626 1.312390 0.498459 0.150 0.131 -0.258 0.491
C 0.940719 0.524436 -1.135208 0.550 -0.521 -0.315 0.000
H -0.705439 1.643852 -1.983062 0.178 0.057 0.141 0.208
H 0.959155 4.734753 -2.553243 0.028 -0.017 -0.032 0.478
O 0.352308 4.028734 -2.317945 -0.236 0.154 0.066 -0.726
N -0.146428 2.408730 -0.063119 -0.174 0.040 0.233 -0.873
C 1.071856 2.827458 -2.135899 0.523 -0.345 0.034 -0.070
```
Positions in Å, forces in eV/Å.

**HOMO-LUMO gap**: 10.2490 eV
**ΔE to the lowest compared entry with this formula, charge and spin**: 399.5 kJ/mol
**E_HOMO**: -0.3569 hartree
**2S+1**: 1
**Lowest unoccupied orbital energy**: 0.54 eV

***

Density functional theory data (the ωB97M-V functional and the def2-TZVPD basis) for C4H6N2O4 in the gas phase in a non-equilibrium geometry.

Structure (XYZ):
```
16
Properties=species:S:1:pos:R:3:forces:R:3:nbo_charge:R:1
N 0.780362 -0.398919 0.502484 -2.936 -1.135 0.253 0.008
C 0.175167 0.746768 0.263492 2.834 1.942 -1.348 0.834
O 0.916073 1.635998 -0.164872 -0.215 0.860 -0.025 -0.673
H -0.942185 2.515847 -0.660357 -0.099 -0.018 -1.053 0.234
O 0.020879 -1.418772 1.046350 0.485 -0.750 0.482 -0.339
H -1.003286 -3.237398 0.686843 -0.352 1.092 -0.001 0.216
N 2.061633 -0.457581 0.211341 1.740 -2.283 0.354 -0.424
H -2.347266 1.331185 -1.228819 1.289 0.400 0.893 0.199
O 3.836075 1.049811 -0.056492 -0.901 0.346 -0.352 -0.484
C -0.478396 -2.447049 0.126083 0.405 1.305 -0.729 -0.265
H 0.360707 -2.957733 -0.260103 1.189 -0.533 -0.638 0.186
C 2.811915 0.494506 0.043715 1.092 -0.224 0.360 0.884
H -0.979289 -1.955806 -0.753879 -0.120 -0.634 1.135 0.185
C -1.726509 1.814366 -0.410681 -1.018 0.801 0.570 -0.281
H -2.411417 2.428989 0.201144 0.112 -0.697 -0.033 0.198
O -1.074470 0.855783 0.453750 -3.506 -0.472 0.130 -0.477
```
Positions in Å, forces in eV/Å.

**HOMO-LUMO gap**: 9.6084 eV
**SMILES string**: COC(=O)N(N=C=O)OC
**ΔE to the lowest compared entry with this formula, charge and spin**: 483.3 kJ/mol
**E_HOMO**: -0.3293 hartree
**2S+1**: 1
**Lowest unoccupied orbital energy**: 0.65 eV

***

Density functional theory data (the ωB97M-V functional and the def2-TZVPD basis) for C3H4BrIO as an isolated structure in a non-equilibrium geometry.

Structure (XYZ):
```
10
Properties=species:S:1:pos:R:3:forces:R:3:nbo_charge:R:1
H -1.774140 -0.529187 -0.217795 -1.599 -1.330 -0.305 0.175
C -1.290927 -1.129528 3.196542 0.204 0.252 0.032 -0.266
I -2.928030 0.183880 2.901529 0.052 -0.201 0.389 0.151
O -0.266892 -0.068587 1.010355 2.722 -2.038 2.554 -0.486
C -0.671607 1.081150 0.401047 0.098 2.466 -0.279 -0.127
H -1.560013 1.492745 1.006461 1.433 0.125 -1.699 0.191
H 0.209037 1.691976 -0.008080 -1.657 -0.303 1.019 0.188
C -0.772777 -0.248557 -0.228461 -1.929 1.760 -0.885 -0.110
Br 0.100459 -0.312263 4.189472 -0.484 -0.098 -0.194 0.098
H -0.216163 -0.424397 -1.101836 1.160 -0.634 -0.631 0.186
```
Positions in Å, forces in eV/Å.

**HOMO-LUMO gap**: 7.8939 eV
**ΔE to the lowest compared entry with this formula, charge and spin**: 425.7 kJ/mol
**E_HOMO**: -0.3308 hartree
**2S+1**: 1
**Lowest unoccupied orbital energy**: -1.11 eV

***

Density functional theory data (the ωB97M-V functional and the def2-TZVPD basis) for C25H47N5O4P3Pd as an isolated structure in a non-equilibrium geometry.

Structure (XYZ):
```
85
Properties=species:S:1:pos:R:3:forces:R:3:lowdin_spin:R:1
H 4.954068 -2.131113 -2.353302 -0.088 -0.010 0.408 0.000
H -2.812826 -4.324364 -1.618599 -0.426 -0.134 0.066 0.003
N -2.449554 -0.248544 3.055163 -0.080 0.838 -0.147 0.006
C -3.069071 -1.291701 3.593678 -0.002 -0.184 -0.686 0.001
H 6.401121 -1.872015 1.597524 0.115 0.484 0.462 0.000
H -3.688836 -1.974384 -0.704606 -0.024 -0.051 0.481 0.000
H 2.445525 3.986999 -3.703196 -0.148 0.630 0.598 0.000
P -1.102029 1.131405 1.218834 -0.080 0.552 -0.244 0.172
N 2.465023 3.336547 -4.478153 -1.370 -0.922 -0.021 0.000
O 2.559828 0.234718 -1.966193 -0.378 0.124 -0.272 0.017
C -1.587993 -1.639181 1.366541 -0.881 -1.014 0.941 0.017
N -1.366000 5.179870 -3.821633 -0.092 0.430 -0.460 0.000
C -3.702318 -3.649063 3.497454 -0.424 -0.164 0.138 0.000
H 1.096029 -3.344210 -0.653476 0.113 0.035 0.034 0.000
H 0.960943 2.037976 -5.179462 -0.279 -0.530 -0.527 0.000
H -2.304969 5.342341 -3.425275 0.572 -0.063 -0.005 0.000
N 4.854032 -0.668496 0.656252 0.293 -0.788 -0.617 0.002
H -0.724580 3.698347 -5.226972 -0.230 0.227 -0.395 0.000
C -3.888804 -1.101268 4.717578 -0.191 0.126 1.096 0.000
H 1.140020 2.001319 4.014969 0.316 -0.180 0.105 0.000
H 5.484527 0.085354 0.803194 0.545 0.964 0.309 0.000
H 4.988016 0.059214 -1.325621 0.369 0.070 -0.141 0.001
H 0.195330 -3.934649 0.762296 0.108 0.780 -0.372 0.008
C 0.630270 -3.024333 0.279775 0.094 -1.274 0.354 0.030
H -2.785976 -0.649631 -1.483683 -0.030 0.129 0.001 0.002
C -0.406599 2.213034 2.580777 0.414 0.024 -0.652 0.037
H 1.380713 -2.627767 0.947385 0.193 0.213 0.105 0.001
C -1.655079 -2.544873 -1.384378 -0.914 -0.202 0.128 0.033
N -2.174238 -2.722804 1.903367 0.976 0.281 -1.342 0.005
C -4.498599 -2.180087 5.290382 0.479 0.413 -0.919 0.000
H 1.125886 3.253966 1.287072 -0.146 -0.203 0.331 0.002
C -2.647021 1.940132 0.700450 0.728 -0.353 -0.107 0.027
C 0.593638 1.331038 3.356718 -0.807 0.076 -0.150 0.002
H -0.585857 5.336694 -3.139949 -0.153 0.103 0.447 0.000
H -1.031340 3.304331 4.278589 -0.050 -0.044 0.240 0.003
C -1.147809 3.751686 -4.234367 -0.916 -0.750 0.078 0.001
H -2.093523 3.177627 -4.200336 0.460 0.479 -0.169 0.000
H 0.032384 0.606712 3.973889 0.416 0.199 -0.254 0.000
C 4.748255 -2.115566 -1.273447 -0.744 0.067 -0.470 0.000
H 1.862909 1.389698 -3.754622 -0.324 0.320 -0.121 0.000
H -3.429952 -2.003338 -2.422355 -0.039 0.201 0.138 0.000
C -1.509810 2.751575 3.472680 -0.187 0.669 -0.326 0.012
H 4.039878 -0.559911 1.233196 -0.798 0.322 0.442 0.001
O 2.234128 -0.332116 0.170951 0.389 0.193 -0.565 0.093
H -1.168581 -4.643582 -1.170998 0.029 -0.027 -0.090 0.000
C -2.015939 -3.982916 -0.972750 1.097 -0.203 -0.773 0.014
H 4.797953 -2.604330 1.450920 0.253 0.046 -0.219 0.000
H -2.463010 2.979766 0.692547 0.172 1.321 -0.052 0.000
H 3.364353 2.904723 -4.514839 0.927 -0.340 -0.265 0.000
H -3.429044 1.745351 1.391888 -0.629 -0.260 0.785 0.005
C 1.367760 2.258420 -4.216619 0.975 0.960 0.560 0.001
H -2.111352 1.954876 3.847357 -0.423 -0.363 0.519 0.000
C -1.763454 -0.395238 1.938911 0.134 0.358 0.917 0.011
H 0.657818 4.072035 2.812424 -0.116 -0.259 -0.422 0.000
C 5.542555 -1.966958 0.957162 -0.196 -0.942 -0.083 0.000
H 1.259606 0.806166 2.654841 0.028 0.132 0.355 0.001
H 0.076729 -2.946863 -2.666176 0.679 -0.622 0.158 0.000
C -2.967895 -1.724856 -1.466626 0.467 -0.270 -1.015 0.002
H -3.996413 -0.095693 5.130632 0.174 -0.339 -0.117 0.000
H 3.873682 -2.766572 -1.075872 0.510 0.133 -0.057 0.000
H 6.822462 -1.890514 -0.762380 -0.203 -0.332 0.124 0.000
C 5.946280 -2.464869 -0.412440 0.481 -0.937 -0.185 0.000
H -2.977540 1.667658 -0.275370 -0.082 -0.446 -0.783 0.002
H 2.281910 3.840836 -5.344200 0.212 0.045 -0.007 0.000
P -0.616325 -1.808624 -0.101622 0.727 0.553 -0.977 0.183
H -2.222752 -4.093554 0.071566 -0.603 0.034 0.414 0.000
H -0.794312 -1.556424 -3.149488 -0.273 -0.003 0.059 0.002
H -1.495096 -3.169000 -3.435921 0.195 0.138 0.113 0.000
O 0.710919 4.309025 -2.570950 0.495 -0.270 0.089 0.001
H -0.415548 4.064156 1.408744 -0.219 0.141 -0.020 0.000
H -5.047611 -2.082038 6.199092 -0.413 0.075 0.384 0.000
H -2.161722 3.477658 2.949053 0.334 -0.393 0.182 0.000
Pd 0.250059 0.434225 -0.641416 0.140 -0.502 0.406 1.214
H -3.757955 -4.601123 2.963257 0.243 0.308 0.261 0.000
C -0.916822 -2.561569 -2.727655 -0.745 0.721 -0.211 0.006
H -5.046133 -4.220468 5.023523 -0.229 -0.530 0.184 0.000
C 4.415709 -0.691952 -0.802478 -0.651 0.245 0.253 0.004
C 0.286247 3.456859 1.971321 0.439 -0.284 -0.034 0.005
P 0.108400 3.031422 -3.089639 -0.353 -0.772 0.955 0.005
C -2.942688 -2.572353 2.960025 -0.780 0.070 1.153 0.001
H -1.223074 5.886309 -4.564929 -0.280 -0.603 0.147 0.000
C 2.944840 -0.223071 -0.890002 0.100 -0.361 0.742 0.012
C -4.447378 -3.431789 4.627320 0.453 -0.170 -0.489 0.000
H 6.219395 -3.551556 -0.397714 -0.283 1.003 -0.076 0.000
O -0.475771 1.945255 -2.209588 0.433 0.865 -0.827 0.049
```
Positions in Å, forces in eV/Å.

**HOMO-LUMO gap (alpha / beta)**: 7.5228 / 6.6356 eV
**ΔE to the lowest compared entry with this formula, charge and spin**: 0.0 kJ/mol
**⟨S²⟩**: 2.005
**E_HOMO (alpha / beta)**: -0.5453 / -0.5578 hartree
**2S+1**: 3
**Charge**: +3
**Lowest unoccupied orbital energy (alpha / beta)**: -7.32 / -8.54 eV

***

Density functional theory data (the ωB97M-V functional and the def2-TZVPD basis) for a 3-piece molecular cluster, C21H42FN2O6 overall in a non-equilibrium geometry.

Structure (XYZ):
```
72
Properties=species:S:1:pos:R:3:forces:R:3:lowdin_spin:R:1
C -1.052207 3.993067 -1.510729 0.104 -0.115 -0.235 0.019
H 2.373349 -3.942594 2.511453 -0.005 0.050 0.000 0.000
C 0.525707 -3.675605 1.479522 -0.001 0.361 -0.160 0.000
H 2.970674 2.602833 1.933838 0.007 0.032 0.018 0.000
H 1.574574 1.127378 4.646129 0.037 0.012 0.065 0.000
C -2.778358 -0.354495 -2.438987 -0.250 0.625 -0.753 0.003
H 2.093020 -0.531521 4.290822 -0.020 0.001 -0.046 0.000
O 0.010807 -3.579919 0.158588 0.018 -0.139 0.093 0.000
C 3.386638 2.085380 2.804745 -0.132 -0.091 -0.304 0.000
H 5.042113 1.272223 1.690936 -0.048 -0.030 -0.019 0.000
H 0.350373 -2.710127 1.966709 0.010 -0.018 0.040 0.000
H -0.577435 -0.712921 -1.161641 0.155 -0.499 0.110 0.000
H -4.247975 2.943368 -1.608007 -0.311 -0.273 -0.213 -0.001
C 0.046606 1.718798 0.607190 0.128 -0.285 -0.182 0.018
H -3.491674 3.846428 -2.960752 -0.086 -0.105 -0.451 0.000
N -0.667907 -0.102945 -3.720228 -0.469 0.744 -0.715 0.000
C 2.400812 0.513136 4.272116 -0.097 -0.033 -0.059 0.000
H -1.193404 -0.852946 0.848528 0.252 -0.287 0.061 0.000
H -2.858980 -0.673302 -1.415379 0.139 0.064 0.569 0.001
O 2.696982 0.850822 2.927708 0.079 -0.025 0.144 0.000
H -1.639501 -4.830054 0.225638 0.013 -0.073 0.018 0.000
H 3.214095 2.713580 3.683197 0.038 -0.007 0.038 0.000
O -1.065421 0.704403 -5.949551 0.575 -0.884 1.811 0.000
H 2.116182 -4.552681 -1.018540 -0.001 0.015 0.006 0.000
H 3.786184 -4.819613 -0.447974 -0.016 0.034 -0.059 0.000
H -4.552954 1.097483 -0.886619 0.057 0.298 0.170 0.001
C -1.732171 0.079279 0.862836 -0.673 0.714 -0.402 0.006
H -5.115840 -0.514441 -1.157255 -0.160 -0.327 0.264 0.000
C -1.134471 1.098937 -0.133473 0.077 -1.500 0.906 0.029
O -2.624146 2.716292 0.574947 -0.528 -0.133 0.218 0.511
H -3.445190 4.448890 -1.347055 -0.250 0.315 0.274 0.000
F -2.618772 -1.525812 -3.146047 0.202 -0.773 -0.345 0.001
C -3.415056 3.542323 -1.930461 0.514 0.326 0.742 0.003
H -2.359648 2.206480 -3.688294 -0.442 -0.084 -0.371 0.000
H 0.521468 0.906735 1.138156 0.341 -0.251 0.195 0.001
H -0.076237 -5.654845 -0.034087 0.007 0.002 0.028 0.000
C -1.482989 0.511248 -2.633503 0.217 -0.603 0.934 0.002
H -0.805942 -4.692508 -1.333915 -0.009 0.058 0.000 0.000
O 2.310128 -5.231943 0.944230 -0.072 0.068 -0.135 0.000
H -4.055317 1.110919 -3.486432 0.140 0.329 -0.072 0.000
H -5.991748 0.799594 -1.878743 -0.237 0.271 -0.110 0.000
H -0.726990 2.364192 -3.219718 0.426 0.004 -0.139 0.000
H -0.269404 2.424336 1.357475 -0.178 0.422 0.110 0.003
C -2.057483 2.861123 -1.647882 -1.376 0.316 -1.294 0.029
C -0.628085 0.340011 -1.373841 -0.288 0.685 -0.368 -0.001
C 2.012802 -3.951607 1.477751 0.056 -0.256 0.211 0.000
C -0.658941 -4.758821 -0.257217 -0.080 0.088 -0.093 0.000
C 5.722148 -0.093768 3.573200 0.075 0.044 0.011 0.000
H -0.007739 -4.441348 2.049742 0.027 -0.055 -0.013 0.000
H -0.048597 3.662170 -1.299464 0.324 -0.138 0.231 0.000
O 5.494855 1.297432 3.714969 -0.115 -0.124 -0.036 0.000
H -4.617751 -0.520786 -3.433176 -0.040 -0.307 -0.443 0.000
H -1.014538 4.491841 -2.469222 0.009 0.186 -0.379 0.002
H 4.836290 -0.613636 3.201154 -0.006 0.006 -0.013 0.000
H -2.768106 -0.078357 0.588396 -0.264 -0.382 0.027 -0.001
H 2.545966 -3.170836 0.927286 -0.039 0.038 -0.032 0.000
H -1.389316 4.731339 -0.807224 0.011 0.156 0.618 0.003
H 6.561454 -0.275055 2.892994 -0.034 -0.058 -0.026 0.000
H 0.799383 2.117874 -0.055838 0.137 0.443 -0.155 0.000
H 5.338031 2.856542 2.422697 -0.022 0.001 -0.040 0.000
N -2.216009 2.055006 -0.432758 1.452 0.694 -0.217 0.369
H -1.752170 0.508690 1.849637 0.070 0.058 0.467 0.000
C 4.868760 1.880985 2.583196 0.159 0.174 0.220 0.000
H 2.728339 -6.202438 -0.792490 0.013 -0.022 0.050 0.000
C -0.871494 0.302998 -4.849814 -0.436 0.568 -1.627 0.000
C -4.118825 0.238638 -2.853494 -0.301 -0.042 0.496 0.001
C -1.686355 1.999370 -2.878834 0.641 -0.207 0.538 -0.001
H 0.378491 0.665021 -1.605875 0.242 0.129 -0.156 0.000
H 5.976764 -0.489861 4.554781 0.026 0.047 0.014 0.000
H 3.269808 0.636075 4.921712 0.007 0.022 0.001 0.000
C 2.755225 -5.187139 -0.400563 0.056 -0.033 0.046 0.000
C -5.000397 0.452633 -1.627442 0.143 -0.243 -0.084 0.003
```
Positions in Å, forces in eV/Å.

**HOMO-LUMO gap (alpha / beta)**: 9.2413 / 9.4212 eV
**⟨S²⟩**: 0.754
**E_HOMO (alpha / beta)**: -0.3167 / -0.3437 hartree
**2S+1**: 2
**Lowest unoccupied orbital energy (alpha / beta)**: 0.62 / 0.07 eV